Molecular formula: C21H56N4O6
Method: DFT, ωB97M-V/def2-TZVPD

Computed properties:
**Charge**: 0
**Gap between HOMO and LUMO**: 0.2845 Ha
**HOMO**: -8.149 eV
**Energy relative to the best compared isomer or geometry (same formula, charge and spin)**: 388.88 kJ/mol

Positions of all 87 atoms, in Å:
O -2.34549 -0.99996 -2.17587
H -2.82618 -0.17021 -2.22116
H -2.38136 -1.43926 -3.02871
H -1.41644 -0.78251 -2.07018
O 0.03729 -0.33526 -2.03622
H -0.15706 0.00631 -1.14175
C -0.04856 -4.50818 -1.40397
C 0.08196 -3.66385 -0.13124
C 0.74735 -4.48727 0.93885
O 0.00825 -5.63998 1.37733
C -1.22465 -5.28391 1.90876
N 1.03810 -2.64185 -0.58942
H 0.89951 -4.96457 -1.68850
H -0.34412 -3.97816 -2.30941
H -0.76496 -5.32688 -1.33611
H -0.81506 -3.29457 0.36582
H 1.17792 -4.01014 1.81923
H 1.64470 -4.91095 0.48791
H -1.19573 -4.35623 2.48032
H -1.88016 -5.98506 2.42528
H -1.90003 -5.06656 1.08126
H 1.69860 -2.40591 0.13733
H 0.65636 -1.85676 -1.09737
C -0.45374 3.85701 -0.69948
C -0.58000 3.74741 -2.18480
C 0.83235 3.73902 -2.77189
O 0.86995 3.32771 -4.10734
C 2.03922 3.76154 -4.78475
N -1.36275 2.55526 -2.56148
H -0.04004 2.96033 -0.23806
H -1.42859 3.98174 -0.22807
H 0.08030 4.71479 -0.29069
H -1.23839 4.52002 -2.58191
H 1.48502 3.04711 -2.23956
H 1.22933 4.74935 -2.67326
H 2.02839 3.22448 -5.73320
H 2.99816 3.44321 -4.37582
H 2.06467 4.85111 -4.76784
H -0.89442 2.42630 -3.44700
H -1.03989 1.76100 -2.02763
C 3.19522 0.87695 0.15407
C 3.67535 0.98154 -1.36739
C 5.18846 0.63297 -1.55685
O 6.00945 1.29215 -0.56997
C 7.39861 1.26898 -0.86267
N 2.96356 -0.00773 -2.18853
H 3.69340 1.58491 0.81642
H 3.57275 -0.05126 0.58301
H 2.11363 0.88446 0.28905
H 3.51659 1.90712 -1.92074
H 5.59050 0.84962 -2.54655
H 5.40743 -0.43248 -1.48630
H 7.74821 1.48238 -1.87279
H 7.75238 0.30556 -0.49556
H 8.00951 1.88984 -0.20736
H 1.97879 -0.08879 -1.97931
H 3.33946 -0.94516 -2.18370
C -2.95223 -1.88098 3.43497
C -2.29593 -0.50049 3.50091
C -0.83314 -0.43319 2.87514
C -0.83503 -0.14325 1.40064
C -1.78911 0.93475 0.96415
C -3.23158 0.77494 1.42001
N -3.16485 0.46575 2.85786
O -4.40946 0.54181 3.43895
C -3.87340 2.19853 1.24721
C -3.94609 -0.24671 0.51336
C -2.11405 -0.10318 5.04198
H -3.05781 -2.23433 2.40926
H -3.97725 -1.87374 3.80563
H -2.44433 -2.70148 3.94182
H -0.15014 0.22050 3.41764
H -0.29607 -1.37442 2.99232
H -0.96859 -1.05016 0.81091
H 0.17169 0.13879 1.09233
H -1.67951 0.86735 -0.11823
H -1.45099 1.83656 1.47455
H -3.69816 2.88427 2.07616
H -3.53456 2.69847 0.33982
H -4.94953 2.18425 1.07447
H -3.49374 -1.23718 0.56292
H -4.92497 -0.39115 0.97056
H -4.00883 0.06335 -0.52972
H -1.38616 -0.74068 5.54384
H -3.06393 -0.14568 5.57492
H -1.76848 0.91694 5.20940
H -4.30690 1.33363 3.97196

Atom charges from the Löwdin analysis, given in e for atoms 1 to 4: 0.275, 0.135, 0.168, -0.021



Molecular formula: C4H8N2O
Method: DFT, ωB97M-V/def2-TZVPD

Computed properties:
**Charge**: 0
**SMILES string**: NC(=O)CN1CC1
**Gap between HOMO and LUMO**: 0.3945 Ha
**HOMO**: -9.698 eV
**Energy relative to the best compared isomer or geometry (same formula, charge and spin)**: 158.38 kJ/mol

Positions of all 15 atoms, in Å:
N 1.81244 -0.09783 -1.42001
C 1.59462 -0.72823 -0.23902
O 2.19092 -1.73533 0.10179
C 0.56566 -0.08956 0.68514
N -0.41167 0.76046 0.02202
C -1.73651 0.71403 0.62456
C -1.47907 0.06153 -0.67932
H 2.53208 -0.46872 -2.02123
H 1.33093 0.75339 -1.66240
H 0.10903 -0.92198 1.24165
H 1.11308 0.52595 1.40976
H -1.86285 0.05684 1.48567
H -2.28303 1.65138 0.68242
H -1.44348 -1.02696 -0.71092
H -1.82105 0.53798 -1.59513

Atom charges from the Löwdin analysis, given in e for atoms 1 to 4: 0.170, -0.541, 0.037, -0.137



Molecular formula: C17H62N2O14
Method: DFT, ωB97M-V/def2-TZVPD

Computed properties:
**Charge**: 0
**Gap between HOMO and LUMO**: 0.3448 Ha
**HOMO**: -9.339 eV
**Energy relative to the best compared isomer or geometry (same formula, charge and spin)**: 320.47 kJ/mol

Positions of all 95 atoms, in Å:
C -0.37059 0.74392 -5.99160
C -1.04059 1.16892 -4.61960
O -1.93559 0.22492 -4.06760
H -1.17159 0.38792 -6.62160
H 0.31241 -0.15208 -5.95460
H 0.21841 1.48892 -6.52960
H -1.47859 2.17192 -4.82760
H -0.42159 1.54092 -3.92460
H -2.17259 0.54992 -3.16560
C 0.14941 -0.74208 0.63940
C -0.17259 0.59892 0.10340
O -0.45359 0.54992 -1.25960
H -0.81059 -1.27308 0.80940
H 0.54141 -0.65208 1.53940
H 0.92241 -1.24608 0.07840
H 0.70541 1.24192 0.15840
H -1.06359 0.99892 0.65240
H -0.79359 -0.27008 -1.52960
C 1.55841 3.54192 -2.96460
C 0.54541 3.68292 -1.85960
O -0.75959 3.51592 -2.46560
H 2.60141 3.49892 -2.60860
H 1.38041 4.35392 -3.71460
H 1.44041 2.51392 -3.38560
H 0.58941 4.62392 -1.25960
H 0.77941 2.91892 -1.09160
H -1.13559 2.68192 -2.36760
C -0.31659 3.63892 1.85240
O -1.64359 3.97792 1.86540
N 0.56241 4.38092 1.19140
N 0.22541 2.60792 2.34940
H 0.14541 5.14492 0.62240
H 1.55041 4.21892 0.94140
H -0.47459 1.89292 2.55540
H 1.14441 2.29292 2.18340
C 3.44341 -3.09108 0.63840
O 3.52141 -2.64108 1.96240
H 2.40941 -3.04108 0.26940
H 3.78941 -4.17008 0.52540
H 4.02341 -2.43108 -0.02260
H 3.25441 -3.41908 2.54440
C 2.29541 -1.40008 -3.20060
O 1.83841 -0.15808 -2.76260
H 3.01941 -1.84708 -2.53460
H 2.69141 -1.55008 -4.18160
H 1.44241 -2.15408 -3.30360
H 0.91241 -0.27408 -2.66260
C 3.63141 0.29592 -0.03360
O 3.10241 1.45492 -0.65860
H 4.31041 0.55792 0.71840
H 4.08741 -0.37508 -0.73360
H 2.79741 -0.39908 0.33740
H 2.53041 1.10792 -1.36260
C 0.70141 -2.59008 3.93340
O 0.65641 -3.89108 4.50240
H -0.28359 -2.16208 3.81640
H 1.29641 -2.53908 3.03240
H 1.30741 -1.94008 4.54540
H 1.50441 -4.28508 4.42240
C -1.75659 -4.17808 1.90240
O -1.40459 -4.58308 0.66240
H -1.10459 -3.29808 2.03240
H -1.62659 -4.99108 2.57740
H -2.83959 -3.89508 1.78440
H -2.23059 -4.72908 0.14140
C 2.58641 0.61292 3.34540
O 2.72241 1.08392 4.66540
H 3.07341 -0.32708 3.26040
H 2.70041 1.34292 2.60540
H 1.48941 0.35292 3.30140
H 2.25241 1.93892 4.62340
C -0.85959 0.69892 4.46740
O -1.12559 0.19292 3.21940
H 0.08141 1.31992 4.70140
H -0.80659 -0.18008 5.13340
H -1.77159 1.30892 4.72540
H -1.76259 -0.55108 3.37340
C -3.76659 -0.25808 1.40140
O -3.96159 1.13292 1.65240
H -4.66759 -0.75808 0.96040
H -3.46659 -0.90008 2.25840
H -2.97059 -0.53408 0.70640
H -3.59659 1.72992 0.98740
C -4.12959 0.92592 -1.97160
O -2.91759 1.59992 -2.10860
H -4.16159 0.71092 -0.89260
H -4.18859 -0.08708 -2.50160
H -5.00459 1.49792 -2.13760
H -2.80559 2.22892 -1.39560
C -1.92759 -2.49708 -1.87560
O -0.57859 -2.09308 -1.79960
H -2.14059 -2.51008 -0.85560
H -2.11859 -3.52408 -2.20260
H -2.50959 -1.80408 -2.38860
H -0.14559 -2.85708 -1.48360

Atom charges from the Löwdin analysis, given in e for atoms 1 to 4: -0.053, -0.303, -0.084, 0.054



Molecular formula: C3H6N2S
Method: DFT, ωB97M-V/def2-TZVPD

Computed properties:
**Charge**: 0
**SMILES string**: N/C=C\C(N)=S
**Gap between HOMO and LUMO**: 0.3217 Ha
**HOMO**: -8.027 eV
**Energy relative to the best compared isomer or geometry (same formula, charge and spin)**: 44.43 kJ/mol

Positions of all 12 atoms, in Å:
C 0.95951 1.33200 0.89814
C 1.17339 0.03722 0.46545
C 0.13394 -0.83149 -0.13490
H -0.91449 1.61768 0.32227
H -0.26624 2.91774 1.26117
H 1.78398 1.93216 1.40549
H 2.09972 -0.40559 0.81002
H -0.20677 -2.74426 -0.64650
H 1.04000 -2.60181 0.58171
N -0.11015 2.08887 0.74898
N 0.36278 -2.16180 -0.06384
S -1.18160 -0.21449 -0.99389

Atom charges from the Löwdin analysis, given in e for atoms 1 to 4: -0.224, -0.148, -0.847, -0.003



Molecular formula: C18H41IrOP3Se
Method: DFT, ωB97M-V/def2-TZVPD

Computed properties:
**⟨S²⟩**: 8.80
**Charge**: +4
**Multiplicity**: 6
**Gap between HOMO and LUMO (spin up / spin down)**: 0.1589 / 0.1044 Ha
**HOMO (spin up / spin down)**: -17.073 / -20.190 eV

Positions of all 65 atoms, in Å:
Ir -0.15469 -0.59370 1.02079
P 0.13746 1.19301 2.35664
P -2.36802 0.14992 0.61294
P 1.98312 -0.50220 0.23157
H -1.50831 -2.20499 -1.91891
C -0.63005 -2.67405 -1.49800
C -0.36617 -2.55358 -0.16893
H -1.17911 -1.86523 0.34117
C 0.24286 2.84212 1.55146
C -1.13017 1.59956 3.61788
C 1.62815 1.25678 3.43482
C -3.07489 -0.73955 -0.80784
C -3.38011 -0.48199 2.02498
C -2.79285 1.89237 0.23933
C 2.45601 -1.48543 -1.19812
C 3.04363 -1.26131 1.55546
C 2.61165 1.14475 -0.24030
H -0.07972 -3.24449 -2.22461
H 0.07031 -3.36655 0.45485
H 0.35377 3.58009 2.36421
H -0.66118 3.07018 0.98188
H 1.10476 2.90317 0.87931
H -0.72495 2.43842 4.20175
H -1.29094 0.75560 4.30645
H -2.08582 1.92075 3.17772
H 1.47940 2.10078 4.13100
H 2.55697 1.43515 2.87404
H 1.71215 0.33764 4.03213
H -4.16774 -0.64931 -0.79902
H -2.81512 -1.79877 -0.76142
H -2.68444 -0.31238 -1.73616
H -4.45539 -0.34468 1.81325
H -3.14107 0.04578 2.95771
H -3.17569 -1.55156 2.15311
H -3.89037 2.02922 0.23312
H -2.38908 2.13727 -0.75834
H -2.38231 2.58523 0.97912
H 3.55269 -1.45196 -1.25042
H 2.01654 -1.06493 -2.10327
H 2.14114 -2.52828 -1.08596
H 4.01434 -1.53821 1.10109
H 2.56272 -2.17403 1.93397
H 3.23262 -0.57627 2.39587
H 3.59914 1.03061 -0.70959
H 2.71185 1.83509 0.60144
H 1.92656 1.57977 -0.98442
C 0.14163 1.41346 -4.10346
C 0.00926 0.02155 -3.88518
C 0.33336 -0.87956 -4.89281
C 0.98048 -0.39347 -6.04749
C 1.22753 0.97929 -6.22041
C 0.84353 1.88902 -5.23475
Se -0.68757 2.56774 -2.84349
H 0.67202 2.99923 -2.38902
H -0.36305 -0.29815 -2.89262
H 0.09543 -1.93566 -4.77599
H 1.29218 -1.13495 -6.77332
H 1.73221 1.34604 -7.13409
H 1.11673 2.95053 -5.31174
C -0.20279 -2.27765 4.06259
O -0.47568 -2.27709 2.63551
H 0.87388 -2.06810 4.23684
H -0.52632 -3.26536 4.46036
H -0.78778 -1.45789 4.53459
H -0.88473 -3.07883 2.26075

Atom charges from the Löwdin analysis, given in e for atoms 1 to 4: 0.811, 0.594, 0.701, 0.668



Molecular formula: C17H30ClI2N2OP2Sn
Method: DFT, ωB97M-V/def2-TZVPD

Computed properties:
**Charge**: +3
**Gap between HOMO and LUMO (spin up / spin down)**: 0.0957 / 0.0955 Ha
**HOMO (spin up / spin down)**: -15.092 / -15.092 eV

Positions of all 56 atoms, in Å:
I 6.00035 -1.19794 -6.24599
I 7.59000 -2.52558 -4.49338
Sn 2.27304 -0.77199 -0.91136
P 3.42646 1.36028 -0.23486
C 4.85606 1.81726 -1.20054
C 2.23590 2.68724 -0.42382
H 2.64579 3.61190 -0.00324
H 4.23013 2.20532 1.83973
H 1.31908 2.42071 0.09967
H 3.00882 0.91337 2.10649
H 4.57201 1.92584 -2.25349
H 1.95365 2.82613 -1.47201
C 3.86808 1.22756 1.50403
H 5.22452 2.77336 -0.81575
H 4.66000 0.47992 1.62891
H 5.63036 1.04850 -1.11178
P 1.13379 -2.95599 -1.46668
C 1.85163 -3.86895 -2.82521
C 1.13024 -3.99394 0.00515
H -1.03194 -1.94668 -1.07219
H -1.12182 -3.47093 -1.99802
H -0.60676 -1.94828 -2.79326
C -0.56678 -2.53565 -1.86876
H 0.72901 -3.44173 0.86022
H 0.51409 -4.87569 -0.19818
H 1.25336 -4.77346 -2.97270
H 2.88766 -4.14167 -2.59380
H 2.15301 -4.30053 0.25379
H 1.83796 -3.26182 -3.73734
Cl 1.30937 -1.06967 1.34336
C -3.89102 2.19793 2.11872
N -2.57406 2.11907 1.59342
N -2.23592 1.29949 0.57047
C -0.84784 1.36230 0.36512
O -0.27450 0.86858 -0.62985
C -0.37304 2.14142 1.49140
C -1.45037 2.64784 2.14754
C -1.47708 3.54706 3.32139
C -3.08805 0.21617 0.24301
C -4.34891 0.49769 -0.27590
C -5.27426 -0.53229 -0.40585
C -4.90893 -1.84546 -0.06672
C -3.62060 -2.12774 0.39658
C -2.68934 -1.09417 0.55010
H -3.85851 2.87136 2.97332
H -4.25315 1.21787 2.45242
H -4.59088 2.59396 1.37978
H 0.65803 2.27556 1.79641
H -2.02365 4.48049 3.15189
H -1.89154 3.07020 4.21575
H -0.44146 3.82096 3.55076
H -4.59568 1.52450 -0.55133
H -6.28129 -0.30853 -0.75085
H -5.63451 -2.65565 -0.15957
H -3.32451 -3.14616 0.65495
H -1.67598 -1.25928 0.91805

Atom charges from the Löwdin analysis, given in e for atoms 1 to 4: -0.005, 0.006, 1.087, 0.694



Molecular formula: C5H10O
Method: DFT, ωB97M-V/def2-TZVPD

Computed properties:
**Charge**: 0
**Gap between HOMO and LUMO**: 0.3108 Ha
**HOMO**: -7.647 eV
**Energy relative to the best compared isomer or geometry (same formula, charge and spin)**: 394.98 kJ/mol

Positions of all 16 atoms, in Å:
C -0.96624 0.02446 -1.34052
C -0.07298 -0.07530 -0.12149
C 1.13484 -0.96920 -0.34880
C 0.27639 1.23537 0.57978
C 0.13564 0.59963 1.97516
O -0.87360 -0.61641 1.00859
H -1.23302 -0.96956 -1.71708
H -1.88493 0.56518 -1.09694
H -0.44441 0.56833 -2.13625
H 1.79400 -0.93141 0.52352
H 1.68984 -0.63904 -1.23327
H 0.82362 -2.00733 -0.52569
H 1.29206 1.58544 0.36113
H -0.43465 2.02870 0.30293
H -0.71978 1.07486 2.48793
H -0.51680 -1.47373 1.28099

Atom charges from the Löwdin analysis, given in e for atoms 1 to 4: -0.026, -0.590, -0.034, -0.222



Number 1: strongest force on any atom 6.465 eV Å⁻¹. Number 2: strongest force on any atom 0.344 eV Å⁻¹. Number 3: strongest force on any atom 7.916 eV Å⁻¹. Number 4: strongest force on any atom 2.173 eV Å⁻¹. Number 5: strongest force on any atom 3.376 eV Å⁻¹. Number 6: strongest force on any atom 3.729 eV Å⁻¹. Number 7: strongest force on any atom 0.357 eV Å⁻¹.